{"formula": "C2H6F6Li2NO7S2", "method": "the ωB97M-V functional and the def2-TZVPD basis", "elements": ["Li", "Li", "C", "F", "F", "F", "S", "O", "O", "N", "S", "O", "O", "C", "F", "F", "F", "O", "H", "H", "O", "H", "H", "O", "H", "H"], "positions_angstrom": [[-0.306, 0.705, 1.293], [0.098, 1.812, -1.458], [-1.261, -0.741, -2.870], [-0.044, -0.504, -3.323], [-2.066, 0.195, -3.302], [-1.649, -1.919, -3.233], [-1.246, -0.683, -0.941], [-2.222, 0.312, -0.570], [-1.492, -2.016, -0.486], [0.277, 0.021, -0.543], [1.296, -1.201, -0.566], [1.377, -1.715, 0.789], [1.281, -2.201, -1.607], [2.951, -0.386, -0.831], [3.238, 0.554, 0.059], [3.864, -1.329, -0.750], [2.967, 0.137, -2.070], [-1.716, -0.387, 2.136], [-2.005, -0.112, 3.017], [-2.535, -0.547, 1.642], [-1.354, 2.443, 1.155], [-2.318, 2.442, 1.243], [-1.085, 3.357, 1.329], [1.128, 0.587, 2.952], [2.081, 0.533, 3.100], [0.742, 0.643, 3.835]], "lowdin_charge": [0.664, 0.815, -0.704, 0.143, 0.179, 0.222, 0.646, -0.317, -0.214, -0.470, 0.582, -0.264, -0.227, -0.682, 0.149, 0.186, 0.124, -0.091, 0.079, 0.061, -0.097, 0.077, 0.079, -0.072, 0.070, 0.063], "homo_energy_ev": -13.91, "orbital_gap_ev": 9.5, "e_above_lowest_ev": 0.4015, "charge": 1, "multiplicity": 1}